No. 1
Molecular formula: C10H31AsOSe3Si3TeTi
Method: DFT, ωB97M-V with the def2-TZVPD basis set

Results
- largest force on an atom (hartree/bohr) = 0.0143
- charge = +2
- 2S+1 = 1
- energy relative to the best compared isomer or geometry (same formula, charge and spin) (kJ/mol) = 0.00
- HOMO-LUMO gap (eV) = 6.76
- DFT total energy (Ha) = -11900.53882

Cartesian coordinates (Å):
Te 0.819344 5.545402 -0.660016
Se 1.358565 4.419996 1.601116
Se 0.502611 3.334521 -1.906611
Se 2.663394 2.642686 0.920706
As 0.289819 -0.013162 -0.170799
Ti 0.346248 2.452046 0.281674
Si -0.826736 -0.443238 1.942715
Si -0.946577 -0.751528 -2.157616
Si 2.456849 -1.129815 -0.030106
O -1.521007 3.102474 0.880720
C 2.204309 -2.947714 -0.322342
C 3.142283 -0.896548 1.685799
C -0.745156 0.556691 -3.462892
C -2.723273 -0.993847 -1.667003
C -0.504487 -2.217118 2.386984
C 3.442568 -0.306317 -1.374008
C 0.024557 0.729175 3.130133
C -2.692697 3.100020 -0.000735
C -0.176387 -2.355851 -2.683737
C -2.647043 -0.063228 1.846374
H 3.004698 -0.492524 -2.356619
H -3.222210 -0.085406 -1.328737
H 2.068319 -3.209314 -1.367834
H 3.162227 0.115647 2.084036
H -3.116206 -0.516883 2.724448
H 1.093583 0.537322 3.220823
H 1.384379 -3.370248 0.258198
H 3.542028 0.773417 -1.248584
H 3.123299 -3.436287 0.018551
H 0.849069 -2.241703 -3.034967
H -2.839844 1.008299 1.904462
H -3.147981 -0.465161 0.968326
H -0.964054 -2.909254 1.679862
H 0.294977 0.843040 -3.628262
H -2.852219 -1.772028 -0.914225
H -1.597125 3.810915 1.532409
H -0.962380 -2.401029 3.364017
H -0.420465 0.557769 4.116804
H -1.111654 0.131621 -4.402487
H -0.207838 -3.130001 -1.918681
H 0.555539 -2.455619 2.474633
H 4.179531 -1.245454 1.643053
H -0.770474 -2.710341 -3.532604
H -2.627927 2.194221 -0.595974
H 2.625977 -1.538558 2.402217
H -2.661026 3.979512 -0.638876
H -1.338470 1.450122 -3.264729
H -3.589023 3.081001 0.613156
H 4.449030 -0.733942 -1.379370
H -3.248757 -1.331614 -2.566088
H -0.122203 1.797848 2.932702

Atomic forces in eV per Å
Te -0.062 -0.193 -0.004
Se 0.031 -0.073 0.013
Se -0.011 -0.013 0.144
Se 0.102 -0.102 0.099
As -0.042 -0.191 0.013
Ti -0.055 0.650 -0.336
Si 0.085 -0.092 0.000
Si 0.031 -0.043 0.021
Si 0.006 -0.038 0.004
O 0.030 0.008 -0.012
C 0.100 0.035 0.054
C 0.009 -0.053 -0.011
C -0.045 -0.058 0.002
C 0.008 0.005 -0.071
C -0.047 0.030 0.051
C 0.019 -0.024 0.028
C -0.071 -0.084 0.122
C -0.024 -0.011 -0.010
C -0.063 0.056 -0.053
C 0.030 0.035 0.041
H -0.012 0.001 -0.002
H 0.017 0.011 0.006
H -0.001 0.017 -0.024
H -0.017 0.038 -0.052
H -0.006 0.005 0.002
H 0.002 0.009 -0.036
H -0.023 0.015 0.013
H -0.007 -0.009 0.016
H -0.015 -0.020 -0.003
H 0.005 0.024 0.002
H -0.002 0.002 -0.022
H 0.030 -0.029 0.016
H 0.007 0.008 -0.029
H 0.016 -0.018 0.013
H 0.032 0.000 0.014
H -0.060 0.012 0.050
H 0.006 -0.019 -0.007
H 0.024 0.039 0.002
H 0.002 0.016 -0.007
H -0.023 0.020 0.029
H -0.026 0.016 -0.033
H 0.000 0.000 0.019
H 0.018 -0.017 -0.004
H -0.003 -0.012 -0.008
H 0.010 0.028 -0.012
H 0.008 0.005 0.007
H 0.004 0.008 0.014
H 0.005 0.000 0.002
H 0.008 0.007 -0.019
H -0.017 0.007 0.006
H -0.012 -0.006 -0.051

Mulliken population analysis, charges in e, atoms 1 to 4: Te 0.13; Se -0.34; Se -0.26; Se -0.01

No. 2
Molecular formula: C21H41BrF3N2O9P2S5
Method: DFT, ωB97M-V with the def2-TZVPD basis set

Results
- largest force on an atom (hartree/bohr) = 0.1367
- charge = +1
- 2S+1 = 1
- HOMO-LUMO gap (eV) = 4.70
- DFT total energy (Ha) = -7157.95425

Cartesian coordinates (Å):
Br -0.293251 0.914741 -3.816616
S 2.969273 2.348158 5.279788
S 4.515292 -2.388496 -7.240752
S -8.661916 -2.568978 -1.387468
S 4.748683 0.197355 0.692498
S 6.672122 6.525700 7.097014
P -3.374705 -4.861832 -0.853009
P -0.097109 -4.264978 -1.965865
F -6.090624 2.413421 -0.549775
F -4.463847 1.309554 -1.884229
F -6.567231 0.398579 -1.573596
O 3.597300 0.512573 -0.213598
O -4.698932 -4.785891 -1.945991
O 5.263682 -3.622495 -7.628246
O 6.833082 5.345045 6.193154
O 1.279229 -1.394376 -4.110067
O -5.113925 0.356661 0.230465
O 3.517732 1.859096 3.976211
O -8.817129 -4.028095 -1.102505
O 1.280813 -4.515206 -1.299522
N -3.982174 -5.187436 0.795641
N -0.524223 -1.431386 -1.109610
C 4.080724 -0.636537 2.147945
C -2.555363 -3.131974 -0.709417
C -1.070245 -2.809024 -1.216792
C 3.065763 -2.907830 -6.295383
C 4.978525 7.127606 6.906464
C 1.179148 2.505705 5.090068
C 7.459872 7.938004 6.291889
C 5.587763 -1.252787 0.016895
C -3.479639 -1.980559 -0.063504
C -3.729312 0.645263 0.618553
C 3.301510 4.120802 5.376718
C -2.817848 -0.542993 0.010897
C -5.514778 1.132784 -0.898888
C -0.098269 2.180782 0.137956
C 3.597145 -1.831849 -8.693968
C -0.771765 1.171605 -0.400997
C -8.871593 -2.338066 -3.167016
C -10.204315 -1.756365 -0.913693
C 0.704727 -0.688534 -3.204393
C -1.330575 -0.335951 -0.536458
C 0.855878 -1.129762 -1.629909
H -3.150959 -5.020162 1.409338
H -0.008772 -3.990994 -3.394132
H 6.053085 -0.973911 -0.929927
H 4.866619 -2.054405 -0.155883
H 4.858984 8.061034 7.459794
H 4.755442 7.286538 5.849317
H 2.508600 -3.664123 -6.852326
H -4.618147 -4.386225 1.036061
H -0.825461 -5.519697 -1.875873
H 2.810195 4.535870 6.258980
H -3.690272 0.516474 1.775955
H 0.758133 2.974414 5.981561
H -3.377880 1.700866 0.336321
H 4.902004 -0.988777 2.774733
H 4.380441 4.267449 5.461448
H -10.172869 -0.708529 -1.218815
H 0.754321 1.507466 4.972014
H 1.393869 -0.279720 -1.069470
H 3.478512 0.078134 2.710875
H 0.949025 3.104519 4.206323
H 6.358845 -1.585015 0.714381
H -4.567232 -2.208217 0.285424
H -11.050814 -2.259763 -1.384800
H 7.257718 8.844198 6.866206
H 7.081079 8.045940 5.273685
H 3.006444 -2.655357 -9.099933
H 3.454290 -1.477339 1.841674
H -10.306768 -1.813784 0.171092
H 4.311763 -1.493558 -9.445995
H 2.944262 -1.001819 -8.416665
H -8.029893 -2.807900 -3.678493
H 1.563742 -2.035049 -1.636305
H 2.938158 4.618569 4.475383
H 2.430388 -2.042965 -6.097928
H 3.403562 -3.331427 -5.348183
H -8.884153 -1.270822 -3.397061
H 4.296616 6.378231 7.311481
H 8.536374 7.762491 6.261195
H -4.425241 -5.036387 -2.865547
H 0.498438 3.116239 0.479598
H -9.801950 -2.804532 -3.496426

Atomic forces in eV per Å
Br 0.621 -1.233 0.915
S 0.116 0.116 -0.064
S 0.166 -0.366 -0.128
S -0.182 -0.335 -0.003
S 0.120 -0.179 0.295
S 0.082 -0.146 -0.168
P 0.747 -2.074 -0.858
P 3.944 -1.477 0.904
F 2.203 -3.733 -1.008
F -2.812 -0.194 3.012
F 3.096 2.149 2.063
O -0.302 -0.284 -0.065
O 1.338 0.792 1.381
O -0.391 0.445 0.124
O -0.243 0.408 0.158
O -3.159 3.684 5.086
O 0.459 2.618 -2.464
O -0.350 0.238 0.242
O 0.050 0.525 -0.120
O -3.172 1.366 -1.395
N -0.150 2.787 -1.384
N -2.832 -0.246 1.480
C -0.241 -0.020 -0.054
C 0.399 4.794 0.455
C -4.318 1.617 1.636
C -0.119 -0.042 -0.038
C -0.089 0.037 -0.089
C -0.097 -0.011 -0.107
C 0.013 0.041 -0.106
C -0.068 -0.019 -0.167
C 4.860 1.411 -1.669
C 1.211 -0.854 0.815
C 0.099 0.051 -0.092
C 0.904 -3.032 -1.436
C -1.790 -0.454 -1.429
C -3.256 -5.037 -2.995
C -0.078 -0.021 -0.093
C 3.539 2.194 3.434
C -0.023 -0.001 -0.091
C -0.085 0.022 0.017
C 3.017 -3.500 -3.740
C -1.781 0.378 0.781
C 0.674 0.931 -1.452
H -0.655 -0.463 -0.634
H -0.397 0.175 1.028
H -0.057 0.065 0.112
H -0.018 0.072 0.050
H 0.046 -0.069 0.000
H 0.095 -0.028 0.024
H 0.115 0.019 -0.052
H 0.262 -1.157 0.146
H -0.247 1.508 -0.048
H -0.006 -0.119 -0.014
H -0.171 0.366 -2.099
H 0.074 -0.042 -0.024
H -0.522 -1.738 0.293
H -0.009 0.094 -0.068
H -0.027 -0.121 0.011
H 0.058 -0.055 0.008
H 0.135 0.046 0.048
H -1.032 -1.173 -0.554
H 0.231 0.066 -0.087
H 0.100 -0.002 0.033
H -0.062 0.093 -0.006
H 2.202 0.643 -0.733
H 0.117 -0.043 0.000
H 0.000 -0.089 0.026
H -0.019 -0.086 0.061
H 0.079 -0.017 0.073
H 0.116 -0.018 -0.150
H 0.105 -0.051 -0.106
H 0.012 -0.061 0.156
H 0.068 -0.027 0.036
H -0.046 0.014 0.150
H -1.460 1.051 0.141
H -0.014 -0.111 0.001
H 0.120 -0.044 -0.040
H 0.082 0.076 -0.113
H 0.022 -0.040 0.063
H 0.167 0.026 0.032
H -0.133 -0.085 0.067
H -0.048 0.129 1.361
H -1.451 -2.135 -0.885
H 0.046 -0.014 0.109

Mulliken population analysis, charges in e, atoms 1 to 4: Br -0.09; S 0.45; S 0.50; S 0.60

No. 3
Molecular formula: C3H5F6IrNO4S2
Method: DFT, ωB97M-V with the def2-TZVPD basis set

Results
- largest force on an atom (hartree/bohr) = 0.0816
- charge = +2
- <S²> = 8.7611
- 2S+1 = 6
- energy relative to the best compared isomer or geometry (same formula, charge and spin) (kJ/mol) = 125.79
- HOMO-LUMO gap (alpha / beta) (eV) = 8.40 / 6.24
- DFT total energy (Ha) = -1971.73312

Cartesian coordinates (Å):
Ir 0.130070 0.076195 0.032562
S 1.641489 1.679438 1.788144
S 1.774624 -1.129101 1.895837
F 1.255096 4.206403 2.026865
F 2.187768 -3.615536 2.570248
F -0.576403 3.063187 2.443875
F 2.007432 -2.352073 4.360149
F 1.004452 3.202279 3.964470
F 0.213986 -2.916344 3.222188
O 0.892451 -1.704667 0.788747
O 3.037997 1.787424 2.119405
O 1.187036 1.968931 0.384941
O 3.183876 -0.994240 1.668365
N 0.789273 0.274146 2.058282
C 0.745746 3.110793 2.645828
C 1.508045 -2.597988 3.139947
C 0.547628 -0.223518 -1.853754
H -1.110540 0.768968 -0.896151
H 1.628822 -0.345928 -1.864576
H -1.426374 -0.022169 -0.533032
H 0.069017 -1.128997 -2.218964
H 0.263911 0.637198 -2.454877

Atomic forces in eV per Å
Ir 1.946 -0.102 2.410
S 2.570 2.772 1.818
S 1.693 -1.515 0.960
F -0.507 -1.910 0.589
F -0.869 1.983 0.339
F 1.301 -0.581 -0.076
F -0.655 0.344 -2.138
F -0.132 -0.876 -2.113
F 1.389 0.981 -0.433
O 0.236 -0.230 -0.040
O -2.325 -0.783 -0.626
O -0.189 -0.737 -0.517
O -2.008 0.300 0.127
N 1.809 -0.712 0.266
C -0.686 2.886 1.637
C 0.011 -2.549 2.354
C 1.510 -0.168 -1.896
H -2.772 -0.600 -0.237
H 0.655 0.030 -0.472
H -2.709 1.560 -1.390
H -0.367 -0.458 -0.043
H 0.099 0.364 -0.518

Mulliken population analysis, charges in e, atoms 1 to 4: Ir 1.44; S 1.12; S 1.07; F -0.15

No. 4
Molecular formula: C2H2Cl4Si
Method: DFT, ωB97M-V with the def2-TZVPD basis set

Results
- largest force on an atom (hartree/bohr) = 0.1186
- 2S+1 = 1
- energy relative to the best compared isomer or geometry (same formula, charge and spin) (kJ/mol) = 466.15
- HOMO-LUMO gap (eV) = 9.00
- DFT total energy (Ha) = -2207.63785

Cartesian coordinates (Å):
Cl -1.630530 0.064344 -1.432078
Cl -2.722950 -0.901673 1.613909
Cl -2.079281 2.292842 1.076130
Cl 2.138409 0.854527 0.539074
Si -1.639606 0.301611 0.537272
C 1.867647 -1.189767 -1.340173
C 2.022519 -0.345539 -0.510469
H 0.099273 0.846436 1.579015
H 1.944516 -1.922777 -2.062682

Atomic forces in eV per Å
Cl -0.113 -0.248 -0.568
Cl -1.116 -1.320 0.600
Cl -0.776 -0.450 -0.668
Cl 0.881 1.096 0.720
Si 4.030 3.766 2.602
C 0.299 0.526 0.638
C -0.287 -0.501 -0.606
H -2.749 -1.864 -1.782
H -0.170 -1.005 -0.937

Mulliken population analysis, charges in e, atoms 1 to 4: Cl -0.12; Cl -0.15; Cl -0.25; Cl -0.13

No. 5
Molecular formula: C18H36Br12O6
Method: DFT, ωB97M-V with the def2-TZVPD basis set

Results
- largest force on an atom (hartree/bohr) = 0.1110
- 2S+1 = 1
- energy relative to the best compared isomer or geometry (same formula, charge and spin) (kJ/mol) = 197.62
- HOMO-LUMO gap (eV) = 9.52
- DFT total energy (Ha) = -32047.00651

Cartesian coordinates (Å):
Br 2.493074 -5.543811 4.392534
Br -2.130993 -4.305487 -0.044740
Br 1.853566 1.987880 -2.827549
Br -3.431695 5.752883 -3.741168
Br -0.051975 4.585161 -4.019565
Br -1.123643 -5.100155 3.267107
Br -1.716375 1.624014 -1.317720
Br -2.457822 0.518836 -6.496042
Br -1.548704 -1.516170 -4.208217
Br 3.212309 4.044071 1.218824
Br 3.572531 -2.241610 2.880894
Br 0.050392 -1.827523 1.427977
O -2.557418 2.182348 3.972101
O 3.960554 -3.801576 -1.400574
O 3.539673 -1.535596 -1.301977
O -3.294774 2.877943 1.962575
O 2.004115 -2.742543 -1.990667
O -4.685931 2.897621 3.723890
C 1.726955 -3.661826 4.547898
C -0.641754 -0.934096 -0.207750
C -2.751415 1.952486 5.371926
C -1.160174 -5.921808 0.491383
C -0.169738 -5.516013 1.608070
C 4.737492 -1.206118 -0.618853
C -0.926611 5.176163 -2.301128
C 2.909444 2.604198 -0.191259
C -3.633225 2.655152 3.273215
C 3.255480 -2.755746 -1.531816
C -1.484768 1.209813 -4.864696
C -1.041527 0.524144 0.169721
C -4.239233 3.113346 0.936836
C -0.485780 0.106701 -4.539488
C 2.832625 -2.563174 4.691369
C -1.909373 6.285612 -2.573893
C 2.104234 3.290157 -1.326525
C 1.325064 -3.866786 -2.391724
H 1.177808 3.775044 -1.018755
H 0.145137 -0.160107 -5.387335
H -0.645551 -6.369650 -0.358733
H 5.584293 -1.492718 -1.242452
H 3.908137 2.380050 -0.566036
H 3.606119 -2.848427 5.404422
H -1.837141 1.601580 5.850540
H 2.378609 -1.651096 5.078786
H 4.864149 -1.791791 0.291678
H -1.249780 7.056213 -2.972923
H 2.728673 4.101950 -1.699589
H -2.255047 1.259260 -4.095075
H 0.141712 0.327706 -3.676058
H -1.872515 -6.665184 0.849241
H 1.251744 -4.603384 -1.591635
H 2.395936 1.778363 0.301082
H 1.113707 -3.471938 3.667004
H 0.421037 -4.669127 1.258967
H -3.590011 3.362026 0.097331
H -0.244560 5.428855 -1.489310
H -1.524638 -1.407584 -0.637183
H 2.009151 -4.309977 -3.115392
H -4.967622 3.898174 1.140761
H 4.713982 -0.172478 -0.273694
H 0.122558 -1.074995 -0.972003
H 0.352112 -3.686506 -2.848848
H -3.562031 1.236047 5.505030
H 0.512336 -6.339965 1.817757
H 0.955063 -3.654052 5.317461
H -0.195537 0.991784 0.673415
H -1.816974 0.406570 0.926671
H -1.484604 4.308764 -1.948450
H -1.131056 2.186636 -5.194561
H -4.832373 2.216636 0.757399
H -2.937757 2.924825 5.827943
H -2.369644 6.780006 -1.718425

Atomic forces in eV per Å
Br -0.595 1.592 0.135
Br -0.065 -0.672 -0.323
Br 0.453 0.574 1.180
Br 1.029 0.373 0.548
Br -0.417 0.854 1.283
Br 0.188 -0.076 -0.492
Br 0.405 -0.687 0.613
Br 0.095 0.878 0.243
Br 0.612 -0.064 0.664
Br -0.233 -0.928 -0.777
Br -0.022 0.015 0.970
Br -0.439 0.641 -0.817
O 0.018 0.071 -1.474
O -2.082 3.653 -0.222
O 0.628 2.619 0.897
O 1.437 -0.737 1.879
O -0.542 2.384 0.751
O -2.301 0.245 1.102
C 0.572 0.172 -0.269
C -0.382 0.749 -0.564
C -0.387 0.675 0.014
C 0.310 0.250 1.010
C -0.357 -0.621 -0.870
C 0.870 -0.863 0.573
C -1.392 -1.209 -0.074
C -0.544 1.433 -0.264
C 2.135 -0.022 -1.373
C 0.727 -5.645 -0.441
C -0.648 -1.100 -1.048
C 0.687 -1.400 0.640
C -0.510 -0.078 0.108
C -0.239 0.079 -0.290
C -1.045 -1.211 -0.190
C 0.582 0.758 -0.441
C 1.000 -0.239 0.278
C 1.107 -2.465 -0.783
H -0.197 -0.764 -0.034
H -0.080 0.202 0.063
H 0.073 0.443 -0.088
H 0.088 0.555 -0.062
H -0.231 -0.266 0.273
H 0.165 -0.102 -0.466
H 0.111 -0.261 -0.700
H -0.026 0.094 -0.438
H -0.317 -0.291 -0.009
H -0.789 0.356 -0.920
H -0.030 -0.226 -0.348
H 0.169 0.259 -0.167
H -0.420 -0.194 0.044
H -0.122 0.294 0.004
H -0.237 0.089 0.232
H 0.221 0.125 -0.109
H 0.529 -0.276 -0.278
H -0.148 0.122 0.419
H -0.510 -0.049 -0.106
H 0.453 0.254 -0.570
H -0.015 -0.495 0.602
H -0.484 -0.615 -0.429
H 0.319 0.264 0.287
H -0.125 0.008 -0.718
H 0.270 0.445 0.275
H 0.243 0.637 0.281
H 0.000 0.224 0.259
H -0.145 0.010 0.187
H 0.627 -0.237 0.580
H -0.115 0.448 -0.429
H -0.227 0.473 -0.283
H 0.308 -0.202 -0.201
H 0.298 -0.305 0.385
H 0.195 -0.155 -0.219
H -0.535 -0.171 0.205
H 0.028 -0.695 0.304

Mulliken population analysis, charges in e, atoms 1 to 4: Br -0.15; Br -0.13; Br -0.01; Br -0.15

Q: Which value of largest force on an atom does entry 4 give?
A: 0.1186 hartree/bohr